Here is a 2-piece molecular cluster, C4H11NO2 overall from the OMol25 dataset. Energies are from ωB97M-V/def2-TZVPD.

Calculated values
LUMO in eV: 0.64
Molecular weight in g/mol: 105.1
Total energy in a.u.: -364.25168
Total charge: 0
Energy relative to the best compared isomer or geometry (same formula, charge and spin) in kJ/mol: 43.3
HOMO-LUMO gap in eV: 10.0

Last column: Mulliken charge in e.
Cartesian coordinates (Å):
C1 1.62 -0.04 -1.05  -1.41
C2 0.15 0.09 -0.67  0.55
C3 -0.77 -0.30 -1.80  -1.40
N1 -0.12 -0.76 0.52  -0.37
H1 2.25 0.16 -0.20  0.39
H2 1.84 -1.05 -1.41  0.33
H3 1.86 0.67 -1.84  0.39
H4 -0.05 1.10 -0.31  0.21
H5 -0.61 -1.35 -2.06  0.36
H6 -0.53 0.29 -2.69  0.39
H7 -1.82 -0.16 -1.54  0.38
H8 0.36 -0.37 1.43  0.32
H9 -1.10 -0.62 0.82  0.37
H10 0.03 -1.75 0.33  0.33
O1 0.36 0.49 2.64  -0.72
C4 -0.80 1.01 2.63  0.15
O2 -1.76 0.66 1.94  -0.70
H11 -0.91 1.91 3.27  0.42